Entry from the OMol25 dataset: 12 unconnected molecules or ions with the total composition C36H88Br6N2O11 at a distorted geometry (ωB97M-V/def2-TZVPD).

XYZ file:
```
143
Properties=species:S:1:pos:R:3:forces:R:3
C 1.612 -1.914 4.048 -0.54 0.51 0.75
N 1.202 -0.579 4.654 -1.48 -0.51 -0.27
O 0.334 -0.599 5.543 1.72 0.24 -1.09
O 1.632 0.409 4.089 -0.08 -0.07 0.72
H 1.678 -1.741 2.974 0.18 -0.12 0.20
H 0.812 -2.603 4.320 0.29 -0.12 -0.16
H 2.561 -2.197 4.504 -0.06 0.02 -0.20
C -0.190 -2.009 -3.289 -1.06 -0.52 0.71
N -0.786 -1.991 -4.691 -1.37 1.38 0.69
O -1.896 -1.447 -4.808 1.36 -0.79 0.37
O -0.149 -2.415 -5.620 0.42 -0.36 0.14
H 0.430 -1.135 -3.087 0.26 -0.38 -0.60
H 0.229 -2.983 -3.036 0.64 0.29 -0.84
H -0.970 -1.935 -2.531 -0.50 0.38 -0.63
Br 7.622 -1.273 -0.606 -0.53 -0.13 -0.25
C 5.802 -1.407 0.117 0.10 -0.81 0.93
C 4.996 -0.171 -0.167 0.73 -0.35 -0.34
Br 3.471 -0.113 1.058 0.47 0.16 -0.32
H 5.998 -1.589 1.174 -0.19 0.37 -0.02
H 5.259 -2.286 -0.232 0.45 -0.06 -0.39
H 4.648 -0.259 -1.196 -0.30 0.40 0.18
H 5.684 0.669 -0.069 -0.71 0.39 0.25
Br 2.939 -2.919 -2.139 0.13 -1.01 0.76
C 2.528 -4.555 -1.067 0.05 -0.55 0.35
C 3.728 -5.489 -0.874 0.15 0.27 -0.16
Br 3.192 -7.068 0.244 0.39 0.91 -0.74
H 1.674 -5.048 -1.531 0.26 0.07 -0.29
H 2.203 -4.286 -0.061 0.02 0.59 -0.24
H 4.520 -4.953 -0.352 -0.16 -0.22 0.31
H 4.197 -5.872 -1.780 -0.49 -0.12 -0.02
Br -4.370 1.018 -3.279 -0.04 -0.41 1.35
C -4.233 0.322 -1.404 0.81 0.24 0.37
C -5.436 -0.422 -0.970 -1.36 -0.70 -0.58
Br -5.199 -1.120 0.895 -0.01 0.32 -1.11
H -4.021 1.101 -0.672 0.15 0.45 -0.58
H -3.415 -0.398 -1.371 0.25 0.31 -0.41
H -5.585 -1.228 -1.689 0.02 -0.58 0.57
H -6.383 0.118 -0.994 0.29 0.32 0.39
C 9.096 3.764 -5.588 -0.36 -0.25 -0.30
C 7.605 3.476 -5.852 0.49 -0.52 0.94
O 7.031 2.701 -4.796 -0.32 0.02 0.52
C 5.648 2.345 -5.015 1.23 0.88 -0.38
C 5.065 1.633 -3.844 0.19 -1.54 0.12
H 9.667 2.851 -5.761 0.02 -0.09 0.39
H 9.469 4.451 -6.348 -0.17 0.21 -0.03
H 9.328 4.185 -4.610 -0.22 -0.12 0.01
H 7.028 4.398 -5.921 -0.03 0.08 -0.51
H 7.600 2.844 -6.740 -0.48 0.39 -0.52
H 5.028 3.232 -5.150 0.26 0.39 -0.54
H 5.659 1.717 -5.905 -0.52 0.04 -0.23
H 5.527 1.910 -2.896 -0.30 0.34 -0.04
H 5.245 0.566 -3.976 0.17 -0.21 0.27
H 3.978 1.711 -3.863 0.02 0.36 0.33
C -2.218 -3.608 4.566 -1.11 0.46 0.56
C -1.240 -4.663 5.091 -0.42 1.25 -0.49
O -0.187 -4.713 4.171 0.37 -0.61 -0.59
C -0.480 -5.314 2.905 0.57 -1.17 2.33
C 0.810 -5.302 2.205 0.63 0.72 -2.24
H -2.890 -3.970 3.788 0.10 -0.39 -0.10
H -2.897 -3.187 5.308 0.04 -0.29 0.35
H -1.777 -2.703 4.151 0.67 -0.22 0.10
H -0.747 -4.397 6.026 -0.35 0.21 0.13
H -1.739 -5.622 5.234 0.01 -0.25 -0.10
H -0.637 -6.382 3.057 -0.80 -0.26 0.39
H -1.371 -4.907 2.426 0.33 0.33 -0.32
H 0.711 -5.967 1.347 0.11 0.25 -0.36
H 1.716 -5.647 2.703 -0.54 -0.09 0.70
H 1.013 -4.287 1.864 0.24 0.11 -0.29
C 5.143 7.566 0.351 -0.09 0.37 -0.62
C 3.625 7.508 0.068 0.43 0.04 0.35
O 3.362 6.846 -1.177 0.39 0.11 0.85
C 2.031 6.878 -1.698 1.42 -0.22 -0.41
C 2.083 6.060 -2.998 -0.72 0.31 0.07
H 5.595 6.576 0.292 -0.06 0.03 -0.14
H 5.655 8.253 -0.322 -0.07 -0.31 -0.55
H 5.435 8.000 1.307 -0.69 -0.22 0.40
H 3.178 7.024 0.937 -0.38 -0.65 -0.15
H 3.187 8.505 0.104 0.04 0.33 -0.44
H 1.316 6.432 -1.006 -0.09 -0.07 0.20
H 1.767 7.922 -1.864 -0.28 0.11 -0.16
H 2.293 5.009 -2.799 0.00 0.05 0.11
H 2.778 6.403 -3.764 0.30 0.28 0.44
H 1.109 6.136 -3.481 -0.23 -0.22 0.04
C -2.395 -0.013 3.403 -0.07 -0.76 -0.39
C -3.562 0.187 4.347 0.11 0.71 -1.18
O -3.604 -0.750 5.379 1.51 0.95 -0.65
C -4.635 -0.397 6.226 -0.24 -1.14 1.74
C -4.268 -1.098 7.533 -0.31 0.38 -0.05
H -2.220 0.796 2.693 -0.45 0.27 0.19
H -1.436 -0.161 3.900 -0.21 -0.07 0.34
H -2.628 -0.891 2.801 0.32 -0.20 -0.11
H -3.551 1.224 4.683 0.16 0.10 0.68
H -4.522 0.097 3.838 -0.12 0.09 -0.68
H -4.802 0.668 6.387 0.36 0.25 -0.31
H -5.533 -0.832 5.786 -0.61 0.17 0.28
H -4.341 -2.157 7.283 -0.16 -0.14 0.81
H -4.853 -0.726 8.374 -0.57 -0.63 -0.07
H -3.249 -0.893 7.864 0.20 0.11 -0.56
C -1.146 5.432 1.414 -0.06 1.26 -0.25
C -1.966 5.985 0.198 0.26 -1.66 1.36
O -2.902 4.947 -0.102 0.82 0.29 0.60
C -3.381 4.930 -1.410 0.57 -1.51 -0.29
C -2.377 4.195 -2.374 -0.58 1.42 0.18
H -0.557 6.232 1.864 -0.09 0.33 0.04
H -1.792 5.056 2.207 -0.10 -0.14 -0.24
H -0.377 4.700 1.165 -0.44 -0.31 -0.41
H -2.566 6.862 0.442 0.34 0.33 0.14
H -1.272 6.195 -0.615 -0.15 0.03 -0.28
H -4.289 4.338 -1.302 -0.20 0.05 -0.52
H -3.643 5.941 -1.722 0.05 0.07 -0.43
H -2.860 4.114 -3.348 0.11 -0.33 -0.05
H -1.996 3.238 -2.017 -0.56 -0.08 0.16
H -1.492 4.815 -2.519 0.08 0.17 -0.03
C 0.937 1.472 -2.119 -1.78 -0.13 1.21
C 0.334 1.054 -0.719 1.54 0.75 -0.26
O -0.168 -0.257 -0.753 -1.18 -0.14 -0.44
C -0.758 -0.712 0.480 1.32 -1.42 -1.05
C -1.011 -2.261 0.344 0.24 1.34 -0.29
H 0.054 1.567 -2.752 0.00 -0.50 -0.47
H 1.259 2.514 -2.109 0.66 -0.19 0.35
H 1.650 0.770 -2.551 0.09 0.19 0.22
H 1.050 1.106 0.101 0.67 -0.09 -0.14
H -0.343 1.848 -0.403 -0.99 -0.19 -0.32
H 0.046 -0.549 1.197 -0.34 0.13 0.76
H -1.679 -0.184 0.725 0.10 0.12 0.01
H -0.174 -2.785 -0.117 0.41 0.31 0.10
H -1.833 -2.430 -0.350 -0.35 -0.09 0.42
H -1.156 -2.704 1.329 -0.42 0.01 -0.07
C -7.714 -5.582 -0.543 0.08 0.11 -0.62
C -6.836 -4.320 -0.790 0.03 -1.20 -0.09
O -5.737 -4.518 -1.685 -1.23 -0.41 -0.23
C -4.743 -5.537 -1.482 -0.04 2.02 -0.44
C -3.589 -4.902 -0.731 0.34 0.03 0.14
H -8.584 -5.409 0.090 0.46 0.23 0.66
H -8.238 -5.849 -1.461 0.38 0.06 -0.49
H -7.177 -6.487 -0.260 0.04 0.21 0.42
H -7.530 -3.656 -1.305 0.43 0.51 0.08
H -6.396 -3.848 0.089 -0.60 -0.07 0.45
H -5.066 -6.480 -1.041 -0.32 0.09 -0.07
H -4.459 -5.633 -2.530 0.40 -0.88 0.16
H -2.717 -5.544 -0.850 0.21 0.04 0.36
H -3.783 -4.666 0.315 -0.13 -0.56 0.22
H -3.347 -3.915 -1.127 -0.07 -0.14 -0.54
```
Forces are in eV/Å.

SMILES string: C[N+](=O)[O-].C[N+](=O)[O-].BrCCBr.BrCCBr.BrCCBr.CCOCC.CCOCC.CCOCC.CCOCC.CCOCC.CCOCC.CCOCC
Energy in Ha: -17805.2582
Spin multiplicity: 1

Entry from the OMol25 dataset: a molecular structure, C36H89BIN2NbO17P at a distorted geometry (ωB97M-V/def2-TZVPD).

XYZ file:
```
148
Properties=species:S:1:pos:R:3:forces:R:3
C 4.037 1.206 3.874 0.03 -0.06 0.12
C 4.212 0.117 2.825 -0.15 -0.01 0.04
O 3.735 0.609 1.600 0.32 -0.02 0.00
C 3.758 -0.379 0.548 -0.33 0.48 0.23
Nb 1.947 -1.730 0.501 1.06 0.21 -0.76
C 2.421 -2.670 -1.488 -0.21 -0.16 0.07
C 3.075 -1.758 -2.556 -0.12 0.00 -0.17
C 4.315 -2.362 -3.257 0.04 -0.02 0.08
C 4.309 -2.251 -4.792 -0.01 0.10 0.08
C 5.684 -1.943 -5.384 0.08 0.03 -0.14
N 6.013 -0.510 -5.282 0.08 0.02 0.10
C 2.121 -3.783 1.487 -0.66 0.01 -0.34
C 3.523 -4.048 2.030 -0.25 0.25 0.15
C 3.530 -5.104 3.125 0.04 -0.14 0.26
I 4.946 -4.672 0.512 0.09 0.01 -0.04
B 0.566 0.007 -0.334 -0.05 -0.45 -0.20
O 0.095 0.886 0.619 0.25 0.40 0.29
O 0.309 0.334 -1.653 -0.17 0.23 0.16
C -0.229 -0.556 -2.614 0.21 -0.15 -0.09
P -0.566 -2.601 0.405 0.37 -0.09 0.97
N -0.967 -3.113 1.838 1.49 -0.27 -0.62
O -1.695 -1.538 -0.172 -0.08 0.19 0.13
O -0.862 -3.711 -0.782 0.03 -0.24 0.07
H 4.175 2.189 3.416 0.03 -0.10 0.00
H 4.767 1.101 4.682 -0.10 -0.04 -0.06
H 3.036 1.167 4.312 0.07 0.06 -0.10
H 5.269 -0.190 2.732 -0.07 0.11 -0.05
H 3.638 -0.780 3.114 0.06 0.05 0.00
H 4.683 -0.989 0.620 -0.10 0.02 -0.02
H 3.859 0.209 -0.373 -0.01 -0.18 0.00
H 1.437 -1.254 2.224 -0.02 -0.23 0.12
H 1.451 -3.034 -1.863 0.12 -0.08 0.05
H 3.018 -3.578 -1.348 -0.07 0.10 0.04
H 3.356 -0.779 -2.153 -0.04 -0.06 -0.08
H 2.323 -1.539 -3.324 0.09 0.02 0.09
H 5.225 -1.869 -2.891 -0.13 -0.07 0.07
H 4.386 -3.417 -2.968 0.13 0.11 -0.08
H 3.633 -1.438 -5.084 0.07 -0.14 -0.10
H 3.937 -3.180 -5.240 -0.09 0.12 0.07
H 6.449 -2.516 -4.846 -0.10 -0.01 -0.11
H 5.714 -2.264 -6.434 0.05 -0.04 0.10
H 6.936 -0.346 -4.905 -0.03 -0.05 -0.02
H 5.962 -0.045 -6.178 -0.06 -0.04 0.06
H 1.430 -3.816 2.338 0.06 0.11 -0.10
H 1.801 -4.593 0.815 0.17 0.01 0.09
H 3.977 -3.129 2.418 0.05 -0.12 -0.10
H 2.968 -5.990 2.817 0.06 0.12 -0.03
H 4.537 -5.422 3.411 -0.05 0.11 -0.06
H 3.046 -4.684 4.016 -0.05 -0.05 -0.14
H -0.138 1.768 0.291 -0.13 -0.31 -0.25
H -1.318 -0.585 -2.530 0.10 0.03 0.01
H 0.054 -0.199 -3.608 0.01 -0.01 0.10
H 0.144 -1.575 -2.476 -0.04 0.10 -0.03
H -1.316 -4.060 1.937 0.59 0.40 -0.18
H -1.640 -0.756 0.402 -0.12 -0.08 -0.12
H -0.678 -4.586 -0.411 0.03 0.20 -0.17
C -2.009 -0.265 3.528 0.34 -0.34 -0.08
O -1.468 0.640 4.463 -0.27 0.42 0.15
C -0.478 1.484 3.912 0.14 -0.18 0.05
C -0.343 2.752 4.718 0.08 -0.09 -0.07
O -1.386 3.699 4.501 0.01 0.08 0.08
C -2.629 3.443 5.124 -0.07 0.01 -0.04
C -2.669 3.764 6.603 -0.05 0.03 0.02
O -2.030 2.762 7.368 0.14 0.01 -0.08
C -1.548 3.230 8.600 -0.07 -0.01 0.07
H -1.253 -0.976 3.168 -0.12 0.04 -0.01
H -2.795 -0.818 4.039 -0.02 -0.02 -0.02
H -2.438 0.259 2.663 -0.04 0.05 0.02
H -0.706 1.728 2.869 -0.04 0.00 0.01
H 0.487 0.960 3.915 0.04 0.01 -0.13
H 0.565 3.254 4.376 0.00 0.03 0.05
H -0.234 2.520 5.780 -0.06 -0.01 -0.01
H -2.967 2.419 4.947 0.07 -0.03 0.06
H -3.331 4.127 4.639 -0.02 -0.05 -0.03
H -3.723 3.846 6.909 0.02 0.06 0.04
H -2.186 4.736 6.772 0.01 -0.01 -0.03
H -0.849 4.065 8.467 0.01 -0.01 -0.02
H -1.028 2.404 9.081 0.00 0.01 0.01
H -2.361 3.566 9.258 -0.01 0.00 -0.02
C 7.941 1.351 -10.260 0.06 0.10 0.02
O 8.618 0.208 -9.797 -0.11 -0.12 -0.07
C 8.196 -0.201 -8.509 0.04 0.04 0.05
C 8.409 -1.683 -8.305 -0.01 0.01 0.09
O 7.455 -2.502 -8.962 -0.02 0.02 0.01
C 7.599 -2.683 -10.359 0.01 -0.05 -0.07
C 8.684 -3.663 -10.746 -0.02 -0.06 -0.04
O 9.967 -3.079 -10.625 -0.03 0.05 0.15
C 10.986 -4.026 -10.422 0.05 -0.04 -0.09
H 8.150 2.231 -9.638 0.01 -0.02 0.02
H 8.291 1.548 -11.272 0.00 0.01 0.01
H 6.857 1.195 -10.278 0.00 -0.02 -0.01
H 7.133 0.032 -8.368 0.00 -0.04 -0.01
H 8.770 0.339 -7.742 -0.06 0.05 0.01
H 8.258 -1.881 -7.241 0.04 -0.03 -0.01
H 9.430 -1.965 -8.571 -0.02 0.05 -0.06
H 7.748 -1.734 -10.879 0.05 -0.01 0.04
H 6.649 -3.114 -10.686 -0.01 0.05 -0.01
H 8.514 -3.975 -11.787 0.03 -0.05 0.01
H 8.611 -4.552 -10.107 -0.02 0.03 0.01
H 10.795 -4.636 -9.531 -0.01 0.02 0.01
H 11.917 -3.477 -10.284 0.00 -0.01 0.00
H 11.097 -4.699 -11.281 -0.02 0.01 -0.01
C -3.280 -3.981 2.317 -1.17 0.05 0.49
O -4.650 -3.675 2.531 -0.33 -0.28 -0.12
C -4.960 -2.327 2.248 0.09 -0.02 0.03
C -6.409 -2.183 1.836 0.12 0.07 0.10
O -6.682 -2.611 0.509 -0.11 -0.03 -0.01
C -6.756 -4.006 0.281 0.01 -0.03 -0.02
C -8.060 -4.636 0.718 -0.04 -0.04 -0.06
O -8.113 -4.802 2.122 0.03 0.14 0.03
C -9.423 -4.845 2.623 -0.03 -0.10 0.00
H -2.623 -3.432 3.000 -0.57 0.00 -0.06
H -3.158 -5.048 2.504 -0.06 -0.18 0.02
H -2.967 -3.753 1.297 -0.54 0.05 0.14
H -4.314 -1.941 1.450 0.01 -0.01 0.00
H -4.797 -1.716 3.148 0.03 0.06 -0.05
H -6.644 -1.116 1.839 -0.04 -0.01 0.01
H -7.055 -2.684 2.561 0.01 -0.05 -0.04
H -5.911 -4.533 0.729 -0.02 0.03 0.06
H -6.700 -4.118 -0.805 0.06 -0.01 0.00
H -8.151 -5.616 0.225 -0.07 0.00 0.01
H -8.895 -4.006 0.382 0.03 0.02 0.00
H -9.985 -3.941 2.357 0.02 0.01 0.01
H -9.355 -4.917 3.707 -0.01 0.00 0.00
H -9.979 -5.715 2.247 0.02 -0.01 -0.02
C -3.940 7.911 3.287 0.06 -0.01 -0.11
O -5.272 7.522 3.043 -0.08 0.06 0.19
C -5.530 6.184 3.424 0.09 -0.03 -0.07
C -6.984 5.985 3.785 0.05 -0.06 -0.08
O -7.342 6.504 5.057 -0.02 0.01 0.01
C -7.523 7.905 5.161 -0.04 0.06 0.02
C -8.839 8.402 4.604 -0.04 0.04 0.05
O -8.811 8.448 3.191 0.05 -0.15 -0.01
C -10.088 8.355 2.610 -0.05 0.10 -0.02
H -3.227 7.333 2.687 -0.02 -0.02 -0.01
H -3.855 8.963 3.018 0.01 -0.01 0.00
H -3.675 7.787 4.344 -0.02 0.01 0.00
H -4.902 5.910 4.282 -0.05 0.00 0.02
H -5.280 5.511 2.592 0.04 -0.04 0.05
H -7.152 4.909 3.863 -0.04 0.01 -0.02
H -7.625 6.381 2.994 0.03 0.05 0.03
H -6.693 8.455 4.711 -0.02 -0.04 -0.05
H -7.535 8.108 6.235 0.06 0.02 -0.01
H -9.025 9.410 5.005 -0.06 -0.01 -0.01
H -9.648 7.744 4.947 0.03 -0.02 0.00
H -10.603 7.437 2.919 0.02 -0.01 0.00
H -9.953 8.340 1.530 -0.01 0.00 0.00
H -10.722 9.210 2.875 0.02 0.01 0.01
```
Forces are in eV/Å.

Net charge: -1
Energy in Ha: -3534.2217
Spin multiplicity: 1

Question: What is the formula in the first record?
Answer: C36H88Br6N2O11

Question: Among the records above, which one has the lowest energy?
Answer: C36H88Br6N2O11